Run w
81
Properties=species:S:1:pos:R:3 method="wB97M-V/def2-TZVPD" e_lumo_ha=0.0072 smiles=CCO.CCO.CCO.CCO.CCO.CCO.CCO.CCO.CCO gap_ev=9.439 homo_energy_ev=-9.24
C 3.664 -0.701 3.727
C 4.907 -0.357 2.895
O 4.444 0.576 2.018
H 3.869 -1.360 4.571
H 2.929 -1.159 3.067
H 3.224 0.196 4.164
H 5.303 -1.277 2.465
H 5.706 0.101 3.479
H 4.133 0.119 1.233
C -1.352 2.165 -4.495
C -0.183 2.935 -3.963
O 0.779 1.974 -3.504
H -2.007 2.854 -5.028
H -1.912 1.646 -3.717
H -1.019 1.460 -5.256
H -0.420 3.531 -3.082
H 0.271 3.610 -4.689
H 1.374 1.717 -4.212
C 4.484 -3.439 0.103
C 4.608 -2.101 -0.650
O 3.726 -1.177 -0.030
H 4.787 -3.248 1.133
H 5.264 -4.103 -0.269
H 3.483 -3.869 0.073
H 4.359 -2.173 -1.709
H 5.662 -1.837 -0.567
H 2.863 -1.486 -0.313
C -5.896 3.832 0.404
C -4.801 4.352 -0.476
O -3.519 3.859 -0.060
H -5.708 4.051 1.456
H -6.040 2.754 0.346
H -6.795 4.355 0.078
H -4.804 5.441 -0.503
H -5.003 4.009 -1.491
H -2.839 4.267 -0.601
C 0.451 0.871 0.852
C 0.136 1.595 -0.469
O -0.247 0.666 -1.462
H 0.672 1.607 1.625
H 1.335 0.254 0.692
H -0.398 0.330 1.271
H 0.968 2.223 -0.787
H -0.678 2.302 -0.309
H 0.050 1.068 -2.282
C 0.867 -3.246 2.022
C 0.067 -4.239 1.222
O -1.087 -4.583 1.929
H 1.060 -3.513 3.061
H 0.427 -2.257 1.897
H 1.864 -3.092 1.608
H 0.658 -5.130 1.007
H -0.256 -3.915 0.233
H -1.651 -5.176 1.427
C -1.709 2.536 4.067
C -2.371 2.251 2.734
O -3.531 2.965 2.607
H -1.549 3.613 4.126
H -0.747 2.035 4.173
H -2.311 2.191 4.909
H -2.604 1.213 2.499
H -1.753 2.616 1.914
H -3.608 3.150 1.668
C -3.456 -1.298 0.047
C -2.295 -1.972 -0.703
O -2.218 -1.316 -1.933
H -3.316 -0.218 0.015
H -3.498 -1.722 1.050
H -4.409 -1.421 -0.469
H -2.437 -3.036 -0.895
H -1.318 -1.960 -0.219
H -1.746 -0.507 -1.723
C 1.870 -1.506 -3.338
C 1.174 -2.440 -2.358
O 1.229 -1.757 -1.133
H 1.385 -0.530 -3.328
H 1.805 -1.835 -4.375
H 2.927 -1.323 -3.141
H 1.793 -3.337 -2.316
H 0.181 -2.722 -2.709
H 0.736 -0.951 -1.303

Run x
81
Properties=species:S:1:pos:R:3 method="wB97M-V/def2-TZVPD" e_lumo_ha=0.0143 smiles=CCO.CCO.CCO.CCO.CCO.CCO.CCO.CCO.CCO gap_ev=10.335 homo_energy_ev=-9.95
C -5.101 -1.831 5.436
C -6.442 -2.424 5.168
O -7.337 -2.637 6.203
H -4.413 -2.376 4.789
H -4.781 -1.994 6.465
H -4.945 -0.785 5.170
H -6.342 -3.433 4.770
H -6.894 -1.720 4.470
H -8.203 -2.643 5.789
C -6.497 4.942 4.102
C -6.145 4.707 2.647
O -4.684 4.857 2.405
H -7.583 5.017 4.135
H -6.175 5.966 4.291
H -5.952 4.190 4.674
H -6.841 5.348 2.106
H -6.366 3.658 2.446
H -4.623 5.459 1.659
C 4.963 -8.274 5.063
C 5.136 -7.776 3.602
O 6.490 -7.868 3.223
H 3.926 -8.534 5.275
H 5.145 -7.447 5.750
H 5.676 -9.067 5.286
H 4.989 -6.696 3.614
H 4.433 -8.334 2.983
H 6.532 -7.671 2.284
C 2.001 -6.229 -7.133
C 3.255 -7.115 -7.284
O 3.442 -7.940 -6.139
H 2.125 -5.445 -6.386
H 1.062 -6.761 -6.979
H 1.774 -5.608 -8.000
H 4.100 -6.440 -7.416
H 3.127 -7.800 -8.122
H 2.713 -8.554 -6.023
C 3.335 3.161 -6.061
C 3.462 3.995 -7.282
O 4.010 5.209 -6.782
H 4.314 3.081 -5.587
H 3.325 2.109 -6.346
H 2.533 3.452 -5.382
H 2.492 4.243 -7.713
H 4.113 3.479 -7.988
H 3.928 5.784 -7.546
C 0.364 9.310 -0.557
C 0.787 8.619 -1.829
O -0.176 8.755 -2.839
H 0.170 10.381 -0.626
H 1.248 9.260 0.079
H -0.511 8.830 -0.118
H 0.630 7.600 -1.477
H 1.809 8.756 -2.182
H 0.065 8.311 -3.655
C 2.493 0.207 7.523
C 2.035 0.418 8.890
O 0.630 0.498 8.877
H 3.575 0.103 7.446
H 2.164 0.955 6.802
H 2.030 -0.675 7.081
H 2.630 1.234 9.300
H 2.388 -0.362 9.564
H 0.339 -0.120 9.551
C -3.751 0.428 -4.898
C -2.461 -0.241 -5.512
O -2.544 -0.348 -6.920
H -4.112 -0.174 -4.065
H -4.527 0.684 -5.619
H -3.320 1.304 -4.413
H -2.286 -1.258 -5.162
H -1.547 0.311 -5.293
H -1.780 -0.829 -7.247
C 1.940 -1.362 -0.597
C 0.668 -0.788 -0.011
O 0.685 0.578 -0.467
H 2.844 -0.865 -0.245
H 1.937 -1.465 -1.682
H 2.009 -2.373 -0.198
H 0.621 -0.708 1.075
H -0.239 -1.291 -0.348
H 0.115 1.058 0.138

Stability, highest: run w

Run w
15
Properties=species:S:1:pos:R:3 method="wB97M-V/def2-TZVPD" e_lumo_ha=0.0416 gap_ev=10.725 homo_energy_ev=-9.59
C -1.446 -0.849 0.556
C -0.714 -0.287 -0.708
C -0.055 1.026 -0.606
C 1.053 0.830 0.422
C 2.013 -0.113 0.386
F 2.082 -1.095 -0.554
H -1.920 -1.828 0.306
H -2.385 -0.208 0.751
H -0.810 -0.910 1.451
H -1.511 -0.260 -1.564
H 0.096 -0.985 -0.970
H 0.372 1.384 -1.511
H -0.764 1.770 -0.205
H 1.215 1.629 1.103
H 2.774 -0.105 1.143

Run x
15
Properties=species:S:1:pos:R:3 method="wB97M-V/def2-TZVPD" e_lumo_ha=0.0276 gap_ev=10.087 homo_energy_ev=-9.34
C -1.867 -0.633 -0.269
C -0.489 -0.061 0.137
C 0.593 -1.207 0.315
C -0.007 1.315 -0.610
C -0.006 1.100 0.923
H -2.204 -1.598 0.399
H -2.534 0.190 0.285
H -2.055 -0.742 -1.598
H 0.985 -1.389 1.695
H 0.203 -2.173 -0.273
H 1.041 1.241 -0.940
H -0.659 2.026 -1.223
H -0.830 1.414 1.288
H 0.962 1.044 1.525
F 1.750 -0.344 -0.460

Stability, highest: run w

Run w
20
Properties=species:S:1:pos:R:3 method="wB97M-V/def2-TZVPD" total_charge=+1 e_lumo_ha=-0.1709 smiles=C#[N+][C@@H](C)c1ccccc1 gap_ev=8.549 homo_energy_ev=-13.20
C -1.805 1.657 1.571
N -1.251 1.833 0.588
C 0.025 1.362 -0.480
C 1.417 1.898 -0.026
C -0.212 -0.115 -0.256
C -1.160 -0.849 -0.980
C -1.153 -2.240 -0.855
C -0.341 -2.859 0.078
C 0.675 -2.115 0.711
C 0.708 -0.759 0.561
H -2.477 1.777 2.512
H -0.303 1.896 -1.386
H 1.558 2.965 -0.240
H 1.739 1.800 1.103
H 2.150 1.305 -0.502
H -1.881 -0.439 -1.722
H -1.986 -2.544 -1.449
H -0.393 -3.867 0.258
H 1.441 -2.490 1.351
H 1.518 -0.351 1.128

Run x
20
Properties=species:S:1:pos:R:3 method="wB97M-V/def2-TZVPD" total_charge=+1 e_lumo_ha=-0.1850 gap_ev=8.149 homo_energy_ev=-13.18
C -1.342 1.552 0.592
C -0.534 1.448 1.568
C 1.193 -1.006 -0.091
C -2.042 0.926 -0.538
C -0.786 0.204 -0.763
C 0.113 0.460 0.567
C -0.265 -0.927 0.142
C -1.001 -2.065 0.775
C 2.528 1.150 -0.208
N 1.483 0.208 0.169
H 1.869 -1.546 -0.589
H -2.986 0.360 -0.367
H -2.516 1.595 -1.358
H -0.394 0.480 -1.779
H -2.008 -1.985 0.647
H -0.912 -2.095 1.827
H -0.791 -3.010 0.433
H 2.469 2.204 0.189
H 2.363 1.254 -1.278
H 3.560 0.791 0.062

Stability, highest: run w

Run w
18
Properties=species:S:1:pos:R:3 method="wB97M-V/def2-TZVPD" e_lumo_ha=0.0187 gap_ev=9.648 homo_energy_ev=-9.14
B -0.758 1.527 -0.113
C -2.268 1.275 0.034
C -2.817 0.079 0.207
C -2.155 -1.161 -0.117
C -0.895 -1.369 -0.307
C 2.174 -0.286 0.526
C 1.404 0.195 -0.705
N 0.049 0.449 -0.317
H -0.102 2.563 -0.004
H -2.837 2.094 0.232
H -3.793 -0.143 0.397
H -2.959 -2.068 -0.148
H -0.161 -2.087 -0.409
H 2.413 -1.366 0.471
H 3.067 0.261 0.631
H 1.592 -0.247 1.343
H 1.937 1.043 -0.966
H 1.559 -0.483 -1.455

Run x
18
Properties=species:S:1:pos:R:3 method="wB97M-V/def2-TZVPD" e_lumo_ha=0.0290 smiles="C=CC=C=CC.B=N" gap_ev=9.461 homo_energy_ev=-8.67
C -3.751 -0.811 0.164
C -2.682 -0.083 -0.137
C -1.321 -0.562 0.010
C -0.268 0.145 -0.306
C 0.749 0.896 -0.585
C 1.423 1.797 0.410
H -4.752 -0.433 0.047
H -3.660 -1.818 0.540
H -2.792 0.926 -0.513
H -1.205 -1.568 0.395
H 1.186 0.876 -1.576
H 1.550 2.792 -0.013
H 0.839 1.866 1.323
H 2.406 1.396 0.652
B 2.621 -1.719 -0.029
N 3.571 -0.935 -0.178
H 1.768 -2.463 0.108
H 4.318 -0.301 -0.313

Run y
18
Properties=species:S:1:pos:R:3 method="wB97M-V/def2-TZVPD" e_lumo_ha=-0.0104 smiles="C=C/C=C(/BN)C=C" gap_ev=8.334 homo_energy_ev=-8.62
C -2.726 1.493 -0.899
C -1.764 1.134 -0.071
C -0.786 0.035 -0.345
C 0.342 -0.180 0.336
B 1.108 -1.520 -0.048
N 0.519 -2.436 -1.591
C 0.802 0.688 1.417
C 2.154 0.840 1.723
H -3.262 2.408 -0.799
H -3.075 0.822 -1.807
H -1.242 1.851 0.627
H -0.890 -0.567 -1.273
H 1.943 -1.901 0.731
H 0.647 -3.400 -1.293
H 1.062 -2.086 -2.405
H 0.058 1.329 1.906
H 2.383 1.502 2.474
H 2.728 -0.012 1.317

Stability, highest: run x

Run w
53
Properties=species:S:1:pos:R:3 method="wB97M-V/def2-TZVPD" total_charge=-1 e_lumo_ha=0.0802 gap_ev=6.712 homo_energy_ev=-4.53
Li 0.018 0.260 -0.691
C 2.296 3.364 -1.566
C 0.894 2.940 -1.194
O 0.202 3.836 -0.657
O 0.397 1.896 -1.713
H 2.830 2.663 -2.215
H 2.972 3.737 -0.795
H 2.173 4.238 -2.213
N -3.742 1.072 -1.122
O -4.166 0.171 -0.326
O -4.364 1.525 -2.107
O -2.584 1.515 -0.893
C 0.278 2.654 2.843
C 0.631 1.268 2.328
C 0.701 0.119 3.388
O 2.023 0.192 3.939
C 2.137 -0.600 5.088
N -0.314 0.804 1.286
H 1.097 3.003 3.483
H -0.556 2.697 3.547
H 0.175 3.365 2.024
H 1.617 1.239 1.863
H 0.751 -0.812 2.815
H -0.084 0.169 4.145
H 1.541 -0.195 5.915
H 3.169 -0.555 5.441
H 1.883 -1.660 4.975
H -0.680 1.643 0.815
H -1.177 0.608 1.800
C 3.176 -0.090 -0.227
O 1.947 -0.566 -0.662
C 1.796 -1.973 -0.511
C 0.513 -2.433 -1.166
N -0.705 -1.711 -0.663
C -1.939 -2.255 -1.264
C -2.219 -1.666 -2.648
O -3.349 -2.416 -3.117
C -3.809 -2.078 -4.393
H 3.220 0.996 -0.298
H 4.024 -0.479 -0.805
H 3.370 -0.356 0.821
H 1.740 -2.139 0.572
H 2.650 -2.534 -0.901
H 0.392 -3.495 -0.931
H 0.449 -2.205 -2.229
H -0.922 -1.947 0.302
H -2.859 -2.104 -0.696
H -1.976 -3.354 -1.308
H -1.376 -1.692 -3.347
H -2.386 -0.597 -2.486
H -4.271 -1.086 -4.386
H -4.513 -2.872 -4.650
H -3.073 -2.103 -5.207

Run x
53
Properties=species:S:1:pos:R:3 method="wB97M-V/def2-TZVPD" total_charge=-1 e_lumo_ha=0.0883 gap_ev=7.394 homo_energy_ev=-4.99
Li -6.042 3.965 -4.338
C -3.423 5.279 -1.095
C -4.626 5.552 -2.041
O -5.503 6.292 -1.551
O -4.625 5.013 -3.169
H -3.677 5.128 -0.046
H -2.721 6.112 -1.127
H -2.776 4.442 -1.357
N -8.614 5.008 -5.985
O -7.999 4.564 -5.096
O -8.159 4.972 -7.108
O -9.589 5.650 -5.708
C -10.318 4.137 -2.320
C -9.390 5.215 -1.717
C -8.292 4.602 -0.878
O -7.744 5.665 -0.116
C -6.910 5.337 0.943
N -8.839 6.049 -2.847
H -10.887 3.614 -1.552
H -9.708 3.377 -2.807
H -10.982 4.603 -3.049
H -10.003 5.913 -1.147
H -7.635 4.059 -1.557
H -8.880 3.992 -0.192
H -7.525 4.963 1.761
H -6.369 6.241 1.224
H -6.234 4.567 0.571
H -8.359 5.441 -3.495
H -9.649 6.248 -3.416
C -6.056 1.590 -2.107
O -6.297 2.078 -3.480
C -5.758 1.188 -4.470
C -5.717 1.834 -5.863
N -4.985 3.093 -5.852
C -3.519 2.970 -5.592
C -2.652 4.201 -6.060
O -1.304 3.828 -5.868
C -0.537 4.550 -4.937
H -6.420 0.574 -1.953
H -6.525 2.245 -1.372
H -4.981 1.700 -1.966
H -6.222 0.203 -4.494
H -4.714 0.949 -4.264
H -6.755 2.014 -6.140
H -5.226 1.031 -6.412
H -5.166 3.392 -6.800
H -3.206 2.176 -6.270
H -3.333 2.677 -4.559
H -2.973 5.044 -5.448
H -2.864 4.562 -7.066
H -0.643 5.629 -5.047
H 0.545 4.475 -5.050
H -0.844 4.348 -3.911

Stability, highest: run w

Run w
21
Properties=species:S:1:pos:R:3 method="wB97M-V/def2-TZVPD" total_charge=-1 e_lumo_ha=0.1258 smiles=NCCNCCC[S-] gap_ev=5.723 homo_energy_ev=-2.30
N -2.572 -2.518 -0.942
C -2.896 -1.146 -0.540
C -1.699 -0.419 0.116
N -1.019 0.443 -0.878
C -0.223 1.519 -0.189
C 1.243 1.476 -0.508
C 1.917 0.186 -0.077
S 2.722 0.321 1.569
H -3.293 -3.109 -0.575
H -1.687 -2.844 -0.614
H -3.227 -0.538 -1.398
H -3.830 -1.133 0.037
H -0.973 -1.080 0.601
H -2.099 0.187 0.929
H -0.368 -0.187 -1.343
H -0.526 1.550 0.868
H -0.758 2.433 -0.478
H 1.728 2.312 0.005
H 1.357 1.672 -1.582
H 2.718 -0.146 -0.744
H 1.254 -0.677 0.042

Run x
21
Properties=species:S:1:pos:R:3 method="wB97M-V/def2-TZVPD" total_charge=-1 e_lumo_ha=0.1420 gap_ev=6.397 homo_energy_ev=-2.53
C 0.747 -2.192 2.313
C 1.425 -1.094 1.905
N 1.752 0.018 2.697
C 1.695 1.334 2.073
H 0.500 -2.378 3.351
H 0.715 -3.032 1.601
H 1.890 -0.995 0.896
H 1.527 -0.058 3.692
H 2.371 2.007 2.616
H 2.087 1.286 1.019
H 0.676 1.697 1.986
C -2.134 0.818 -2.398
C -1.648 0.398 -0.988
S 0.131 0.252 -0.886
N -1.767 -0.053 -3.499
H -1.797 1.835 -2.620
H -3.270 0.874 -2.357
H -2.140 -0.546 -0.799
H -2.039 1.150 -0.268
H -2.259 -0.962 -3.430
H -0.767 -0.247 -3.321

Stability, highest: run w